Molecular formula: C21H40Br3ClFN3O8P
Method: DFT, ωB97M-V/def2-TZVPD

- charge = +1
- E_tot (eV) = -277925.1112
- HOMO level (eV) = -11.75

Structure (XYZ):
```
78
Properties=species:S:1:pos:R:3:forces:R:3:lowdin_charge:R:1
C 0.563 2.627 3.474 -0.8 -0.1 -0.6 -0.09
C -0.133 3.092 2.168 0.3 -0.5 0.4 -0.23
C 0.809 3.033 0.919 -1.1 0.4 0.0 -0.15
C 0.214 2.136 -0.215 0.4 -0.1 0.3 -0.09
C 0.830 0.710 -0.242 -2.3 1.0 0.7 -0.27
F 0.825 0.389 1.135 1.5 -0.3 -0.2 0.01
C 2.222 0.574 -0.922 -0.7 0.6 0.2 -0.21
C 2.247 1.406 -2.231 -0.1 1.0 -0.1 -0.10
O 3.490 1.284 -2.930 -0.4 -1.1 0.5 0.00
C 3.300 0.942 -4.265 1.4 -2.9 0.9 -0.53
C 3.598 -0.491 -4.695 0.5 -0.3 1.0 0.03
O 2.942 1.707 -5.048 -1.5 3.1 -2.2 0.21
C 3.451 1.025 -0.127 0.1 -1.0 1.0 -0.03
C 3.692 0.304 1.241 0.6 0.5 0.4 -0.34
O 3.481 1.262 2.287 -0.5 -0.3 -0.1 -0.04
C 5.168 -0.123 1.390 0.3 0.2 -1.0 -0.20
N 5.492 -1.336 0.600 0.4 0.1 0.4 -0.01
N 2.172 -0.889 -1.376 0.8 -0.6 -1.3 -0.08
N 3.336 -1.668 -1.170 0.4 0.2 0.4 0.15
C 0.805 -1.510 -1.233 -2.5 -0.1 -0.5 -0.54
Cl 0.441 -2.054 -2.943 0.1 -0.2 0.4 0.81
P 0.748 -3.156 -0.362 0.8 -2.2 0.7 0.43
O 1.714 -4.087 -0.916 1.0 0.0 -0.8 -0.26
O 1.108 -2.940 1.203 -1.2 0.6 -0.7 -0.11
O -0.708 -3.814 -0.542 0.2 1.5 0.7 -0.11
C -0.223 -0.384 -0.808 1.0 1.3 0.1 -0.33
C -1.089 0.244 -1.927 0.2 0.2 -0.3 -0.06
C -1.225 -0.747 0.318 -0.7 -1.5 -0.2 -0.13
C -2.534 -1.466 -0.180 -0.3 0.3 0.7 -0.18
C -3.785 -0.553 -0.129 0.3 -0.1 -0.3 -0.17
C -5.091 -1.336 0.046 0.2 0.9 0.0 -0.17
O -5.236 -1.875 1.380 0.2 0.5 -1.2 -0.02
C -5.929 -1.044 2.188 0.8 0.7 -1.2 -0.42
O -6.352 -1.427 3.198 -1.2 -1.2 3.1 0.11
H 1.330 3.321 3.826 -0.1 -0.2 0.0 0.09
H 0.984 1.635 3.266 0.1 0.2 0.2 0.04
H -0.221 2.463 4.223 0.4 0.3 0.1 0.08
H -0.569 4.091 2.289 0.2 -0.1 0.0 0.11
H -0.998 2.420 2.051 0.2 0.1 -0.2 0.09
H 1.796 2.705 1.250 -0.1 0.2 -0.2 0.08
H 0.835 4.061 0.537 0.5 -0.3 0.0 0.12
H 0.234 2.621 -1.197 0.1 -0.1 0.2 0.12
H -0.845 2.026 0.044 0.2 -0.1 -0.2 0.10
H 2.138 2.457 -1.942 0.0 -0.2 -0.1 0.15
H 1.432 1.170 -2.934 0.0 0.0 0.4 0.14
H 3.864 -0.521 -5.752 -0.1 0.2 0.2 0.10
H 2.713 -1.131 -4.557 0.1 0.3 0.0 0.06
H 4.403 -0.934 -4.093 -0.1 0.1 -0.2 0.09
H 4.378 0.970 -0.706 -0.5 -0.2 -0.3 0.13
H 3.302 2.088 0.098 0.0 -0.2 -0.1 0.14
H 3.002 -0.541 1.380 0.3 0.0 -0.1 0.13
H 2.746 0.953 2.832 0.2 0.2 0.0 0.07
H 5.772 0.705 0.975 -0.2 0.1 0.5 0.12
H 5.464 -0.226 2.435 -0.4 -0.2 -0.1 0.13
H 5.880 -1.026 -0.288 -0.3 -0.2 0.0 0.07
H 6.277 -1.813 1.038 -0.2 0.0 0.1 0.08
H 2.199 -0.768 -2.396 0.1 -0.1 0.1 0.09
H 3.380 -2.436 -1.836 -0.4 0.0 0.2 0.12
H 3.387 -2.022 -0.216 0.2 0.1 -0.1 0.08
H 0.778 -3.696 1.717 0.3 0.2 0.2 0.11
H -0.790 -4.590 0.038 -0.1 0.0 -0.3 0.12
H -1.843 0.866 -1.440 0.2 -0.1 -0.1 0.09
H -0.547 0.905 -2.612 0.0 -0.3 0.1 0.08
H -1.636 -0.482 -2.531 0.2 0.0 0.2 0.07
H -1.573 0.135 0.863 0.5 0.1 -0.2 0.11
H -0.800 -1.422 1.069 0.3 0.5 -0.2 0.10
H -2.749 -2.269 0.540 0.2 0.1 -0.2 0.11
H -2.413 -1.960 -1.149 -0.1 0.2 0.1 0.10
H -3.672 0.168 0.696 -0.1 -0.2 -0.1 0.12
H -3.876 0.060 -1.039 0.0 -0.2 0.1 0.12
H -5.146 -2.137 -0.696 -0.2 -0.1 0.4 0.14
H -5.920 -0.630 -0.094 0.1 -0.3 -0.4 0.12
H -6.074 0.023 1.943 0.4 -0.2 -0.9 0.10
C -9.322 0.548 2.714 -0.1 -0.1 0.1 -1.63
Br -10.914 1.314 3.481 0.1 -0.1 -0.1 0.59
Br -9.710 -1.032 1.679 0.0 0.1 0.0 0.58
Br -8.335 1.848 1.675 -0.1 0.0 0.0 0.57
H -8.683 0.244 3.533 0.0 0.0 -0.1 -0.03
```
Positions in Å, forces in eV/Å.